Entry from the Open Molecules 2025 dataset: 2 unconnected molecules or ions with the total composition C3H10NOS (wB97M-V/def2-TZVPD).

The total charge is -1. As for the HOMO-LUMO gap: 6.73 eV. The LUMO energy is 4.005 eV. The largest force on an atom is 3.5 eV Å⁻¹. Its HOMO energy is -0.100 Ha.

Last columns: bonded neighbours and bond lengths (Å).
Atoms and positions in Å:
1 C 0.425 0.685 0.984  C2 1.497, C4 1.512, H6 1.104, H7 1.122
2 C 0.437 1.443 -0.306  C1 1.497, S3 1.861, H8 1.064, H9 1.060
3 S 0.371 0.366 -1.822  C2 1.861
4 C 1.137 -0.644 1.107  C1 1.512, N5 1.500, H10 1.156, H11 1.081
5 N 0.481 -1.696 1.952  C4 1.500, H12 1.065, H13 1.023
6 H -0.607 0.652 1.376  C1 1.104
7 H 0.854 1.220 1.872  C1 1.122
8 H 1.325 2.023 -0.219  C2 1.064
9 H -0.353 2.148 -0.241  C2 1.060
10 H 2.225 -0.522 1.476  C4 1.156
11 H 1.256 -1.054 0.114  C4 1.081
12 H 1.178 -2.502 1.924  N5 1.065
13 H 0.463 -1.428 2.938  N5 1.023
14 H -1.896 -0.292 -0.716  O16 0.983
15 H -3.341 0.111 -0.977  O16 0.980
16 O -2.799 -0.405 -0.345  H14 0.983, H15 0.980